Density functional theory data (wB97M-V/def2-TZVPD) for an isolated ion of composition C5H8N and charge +1.

Geometry as XYZ:
```
14
C5H8N wB97M-V/def2-TZVPD
C 0.72307 1.53921 0.83526
C 0.98983 1.21224 -0.66304
C 0.87804 -0.32242 -0.39154
C -0.52227 -0.62125 -0.67535
C -1.26334 -1.60348 0.15186
N -0.19168 0.70002 0.01443
H 1.29914 1.18616 1.64738
H 0.32050 2.58095 1.19657
H 1.14340 1.88193 -1.58497
H 1.60301 -0.77844 0.32456
H -0.69633 -0.34975 -1.70210
H -1.04895 -1.25518 1.16235
H -0.81625 -2.53109 -0.09926
H -2.41818 -1.63890 -0.21617
```

Kohn-Sham gap, eV: 12.0
Charge: +1
ΔE to the lowest compared entry with this formula, charge and spin, kcal per mole: 135.4
SMILES string: C[C@@H]1[C@H]2[C@@H]3C[N@@+]213
HOMO, eV: -15.715
2S+1: 1

Density functional theory data (wB97M-V/def2-TZVPD) for C3H6N4 in the gas phase.

Geometry as XYZ:
```
13
C3H6N4 wB97M-V/def2-TZVPD
C 0.20607 -0.29445 0.96169
C 1.67294 -0.40737 0.67684
C -0.04358 -0.15490 -1.47816
H -2.23862 0.29170 -0.20569
H -1.88109 1.69116 -0.35417
H -0.10856 0.09887 1.90988
H -0.28828 -1.36390 1.03224
H 2.54778 -0.03729 1.24138
H -1.15281 -0.38135 -1.90722
N -1.62303 0.81832 0.35743
N -0.27518 0.61023 -0.16569
N 2.08194 -0.19398 -0.52941
N 1.10242 -0.67705 -1.53912
```

Kohn-Sham gap, eV: 10.1
ΔE to the lowest compared entry with this formula, charge and spin, kcal per mole: 131.6
SMILES string: NN1C=NN=CC1
HOMO, eV: -9.480
2S+1: 1

Density functional theory data (wB97M-V/def2-TZVPD) for a 3-piece molecular cluster, C5H13NO2 overall.

Geometry as XYZ:
```
21
C5H13NO2 wB97M-V/def2-TZVPD
N -0.78164 1.25770 1.18737
C -1.49560 1.40956 -0.09173
C 0.98607 -1.15276 -1.33733
C -0.28165 -1.76417 -1.31998
C -1.34332 -0.91244 -1.09697
C -0.96254 0.50133 -1.17993
H -0.68559 0.27971 1.41551
H -1.32395 1.72048 1.92850
H -2.57526 1.16486 0.01521
H -1.37964 2.45043 -0.40757
H 1.79851 -1.45487 -1.98394
H 0.48468 0.07262 -1.28115
H -0.41119 -2.84456 -1.40730
H -2.34595 -1.23291 -0.89611
H -1.04150 0.97131 -2.14945
H 1.83692 -0.72275 1.78110
H 1.03752 -1.35800 0.67246
O 1.06717 -1.28656 1.65935
H 1.15891 1.36599 1.18616
H 2.38916 1.41276 0.28442
O 2.14802 1.34540 1.20702
```

Kohn-Sham gap (spin up / spin down), eV: 5.7 / 6.2
Charge: -1
ΔE to the lowest compared entry with this formula, charge and spin, kcal per mole: 72.8
HOMO (spin up / spin down), eV: -1.573 / -2.130
2S+1: 2
Expectation value of S²: 0.763

Density functional theory data (wB97M-V/def2-TZVPD) for C5H11P in the gas phase.

Geometry as XYZ:
```
17
C5H11P wB97M-V/def2-TZVPD
C 2.25231 0.25131 -0.36189
C -1.51892 1.49851 0.33384
C 1.12723 0.91702 0.04408
C -0.96881 -0.45534 -1.61269
C -0.14465 -1.24876 1.27680
P -0.54806 0.18754 0.09557
H 3.24185 0.55297 -0.34215
H 1.96482 -0.73971 -0.51511
H -2.56541 1.28490 0.26888
H -1.23348 1.94361 1.22425
H 1.33522 1.91373 0.53163
H -0.01705 0.02349 -1.96283
H -0.98636 -1.50860 -1.71804
H -1.86490 -0.01135 -2.08540
H -0.72222 -2.18475 1.15278
H 0.95312 -1.60399 1.41167
H -0.30471 -0.82059 2.25862
```

Kohn-Sham gap, eV: 8.5
ΔE to the lowest compared entry with this formula, charge and spin, kcal per mole: 60.8
SMILES string: C=CP(=C)(C)C
HOMO, eV: -7.612
2S+1: 1

Density functional theory data (wB97M-V/def2-TZVPD) for a 5-piece molecular cluster, C15H22F6N2O7 overall.

Geometry as XYZ:
```
52
C15H22F6N2O7 wB97M-V/def2-TZVPD
C 17.06263 15.87145 -14.24112
C 17.70755 16.15170 -12.89894
O 18.65078 15.11704 -12.57377
C 19.07786 14.98614 -11.32471
O 19.17230 16.00733 -10.55181
C 19.76144 13.62991 -10.96763
F 19.70894 13.37068 -9.67282
F 19.33661 12.61750 -11.79380
F 21.04146 13.66889 -11.19747
H 16.55272 14.90986 -14.18275
H 17.82493 15.73547 -15.00826
H 16.38678 16.67728 -14.52744
H 17.04497 16.55645 -12.13391
H 18.31513 17.01768 -13.16173
C 18.19142 3.65466 -22.60779
C 19.07983 2.64551 -23.42501
O 19.03332 1.34511 -22.88163
C 19.93707 0.88863 -22.02793
O 20.76806 1.59084 -21.38551
C 19.85100 -0.62753 -21.87570
F 21.04560 -1.10053 -22.01424
F 19.41695 -0.95081 -20.65244
F 19.08403 -1.21214 -22.87077
H 17.14184 3.36929 -22.67875
H 18.08890 4.61698 -23.10930
H 18.53758 3.72964 -21.57694
H 20.10106 2.96757 -23.62868
H 18.49959 2.50297 -24.33666
C 9.68000 13.44648 -10.47224
O 8.79145 14.40962 -10.02216
C 9.15742 15.30168 -9.06344
O 10.24454 15.37332 -8.51570
O 8.11091 16.04785 -8.75012
C 8.16980 16.97083 -7.66943
H 9.45468 13.12064 -11.48770
H 9.54210 12.49451 -9.95957
H 10.75403 13.63234 -10.47600
H 7.31783 17.63123 -7.50780
H 9.05931 17.59210 -7.77382
H 8.36487 16.58428 -6.66912
C 17.76369 9.54442 -16.86033
C 16.32599 9.39976 -16.44117
N 15.20750 9.33638 -16.14216
H 17.91247 10.60329 -17.07182
H 17.99486 8.91736 -17.72142
H 18.41714 9.26079 -16.03531
C 24.35886 17.44333 -15.77543
C 23.82489 16.27910 -16.48657
N 23.36643 15.42114 -17.13458
H 25.43206 17.54694 -15.93544
H 24.17054 17.41623 -14.70216
H 23.80243 18.18294 -16.35115
```

Kohn-Sham gap, eV: 11.2
ΔE to the lowest compared entry with this formula, charge and spin, kcal per mole: 14.5
SMILES string: CCOC(=O)C(F)(F)F.CCOC(=O)C(F)(F)F.COC(=O)OC.CC#N.CC#N
HOMO, eV: -10.875
2S+1: 1

Density functional theory data (wB97M-V/def2-TZVPD) for C2H5IOS in the gas phase.

Geometry as XYZ:
```
10
C2H5IOS wB97M-V/def2-TZVPD
C -0.26105 1.03095 0.03081
C -0.62664 -0.35521 -0.49787
O 2.14293 -0.71799 -0.62682
S 0.66089 -1.64849 0.04727
I 0.51217 -1.35969 2.40931
H -0.68697 1.25033 1.07216
H 0.74083 1.11572 0.20654
H -0.40738 1.92579 -0.69229
H -0.56388 -0.42968 -1.65619
H -1.51090 -0.81173 -0.29291
```

Kohn-Sham gap, eV: 8.3
ΔE to the lowest compared entry with this formula, charge and spin, kcal per mole: 70.2
HOMO, eV: -9.445
2S+1: 1

Density functional theory data (wB97M-V/def2-TZVPD) for As3F19MnPt as an isolated structure.

Geometry as XYZ:
```
24
As3F19MnPt wB97M-V/def2-TZVPD
Pt -0.98674 -1.04766 1.36662
Mn -0.84636 -1.38073 -2.53510
As 1.46685 -3.44566 -0.48595
F 0.76977 -2.63219 -1.99715
F 0.70903 -2.10252 0.41799
F 2.08615 -4.13197 0.94273
F 2.03577 -4.71241 -1.45632
F 2.84824 -2.53785 -0.66072
F -0.02051 -4.28795 -0.30919
As -2.78709 2.37330 0.38399
F -1.56811 2.39822 -0.80525
F -3.49992 3.81210 -0.16777
F -4.02183 2.18410 1.55872
F -2.01823 0.84181 1.08527
F -1.78947 3.21556 1.46628
F -3.67322 1.28625 -0.63696
As 1.84469 1.63781 0.40903
F 0.52156 0.36337 0.69888
F 1.01410 1.90591 -1.09778
F 3.06050 2.78082 -0.03053
F 2.61170 1.24259 1.87654
F 2.65571 0.34979 -0.39756
F 0.93191 2.88647 1.11572
F -1.34452 -0.99913 -0.74148
```

Kohn-Sham gap (spin up / spin down), eV: 7.7 / 7.6
HOMO (spin up / spin down), eV: -12.606 / -12.599
2S+1: 8
Expectation value of S²: 15.755

Density functional theory data (wB97M-V/def2-TZVPD) for C4H7N in the gas phase.

Geometry as XYZ:
```
12
C4H7N wB97M-V/def2-TZVPD
C -0.74969 -0.85399 -0.69973
C 0.11223 0.50208 -0.29111
C 0.83271 -0.05616 0.86914
C -0.47000 1.78866 -0.02553
H -1.47746 -1.34168 0.21572
H 0.09212 -1.60176 -1.14296
H -1.48837 -0.66570 -1.38953
H 0.91378 0.43189 -0.85539
H 1.33248 -0.94891 0.59987
H 1.75130 0.43356 1.22522
H 0.37597 -0.37421 1.84751
N -1.22506 2.68623 -0.35321
```

Kohn-Sham gap, eV: 11.9
ΔE to the lowest compared entry with this formula, charge and spin, kcal per mole: 66.9
SMILES string: CC(C)C#N
HOMO, eV: -11.190
2S+1: 1

Density functional theory data (wB97M-V/def2-TZVPD) for C6H10O in the gas phase.

Geometry as XYZ:
```
17
C6H10O wB97M-V/def2-TZVPD
C -1.87797 1.12260 -0.18700
C -0.34952 1.18228 -0.47613
O 0.28295 1.08333 0.90663
C 1.30550 0.09631 0.66991
C 0.85480 -1.37569 0.92397
C 0.33829 -1.38438 -0.54530
C 0.79378 0.06847 -0.77496
H -2.26059 0.11732 0.00394
H -1.96092 1.69266 0.75305
H -2.58419 1.61732 -0.87758
H -0.18990 2.20179 -0.88939
H 2.30715 0.37820 1.06631
H 0.11996 -1.46988 1.73307
H 1.63550 -2.13522 1.10817
H 0.87393 -2.09340 -1.17518
H -0.73868 -1.50134 -0.66999
H 1.44992 0.39963 -1.56955
```

Kohn-Sham gap, eV: 10.5
ΔE to the lowest compared entry with this formula, charge and spin, kcal per mole: 55.8
SMILES string: C[C@H]1O[C@H]2CC[C@H]21
HOMO, eV: -9.334
2S+1: 1

Density functional theory data (wB97M-V/def2-TZVPD) for C23H34N2O3 in the gas phase.

Geometry as XYZ:
```
62
C23H34N2O3 wB97M-V/def2-TZVPD
C 6.22782 -0.48280 1.88492
H 5.60380 0.31622 2.29823
O 6.49214 -0.27943 0.51764
C 5.44042 -0.26485 -0.34896
C 4.10998 -0.40925 0.01815
C 3.10813 -0.37988 -0.94605
C 3.43621 -0.20254 -2.27964
C 4.76564 -0.06152 -2.64865
C 5.76215 -0.08883 -1.69672
H 6.80055 0.02041 -1.96675
H 5.02469 0.07273 -3.68849
H 2.65821 -0.18182 -3.02830
C 1.67665 -0.49355 -0.49462
N 1.28858 0.68007 0.26562
C 1.09861 0.61604 1.59539
O 1.25959 -0.39183 2.25979
C 0.62987 1.93758 2.17507
C -0.59307 2.42794 1.39632
C -0.32077 2.48548 -0.12177
C 1.08233 1.92829 -0.42242
H 1.84115 2.66238 -0.12385
H 1.18260 1.74772 -1.49283
C -1.33830 1.65586 -0.91449
O -0.97272 0.73743 -1.62808
N -2.64544 1.97692 -0.79565
C -3.17263 3.12161 -0.09646
H -3.46573 2.87803 0.92825
H -2.44808 3.93145 -0.06963
H -4.05809 3.47396 -0.62843
C -3.62835 1.09154 -1.39388
H -3.08389 0.40339 -2.04074
C -4.43794 0.30759 -0.35510
C -3.58198 -0.46930 0.64794
C -2.67974 -1.53436 0.03026
C -3.44756 -2.68288 -0.64849
H -3.54744 -2.50801 -1.71937
C -2.64549 -3.96649 -0.36211
H -3.21328 -4.62490 0.29674
H -2.42400 -4.52100 -1.27330
C -1.36855 -3.50266 0.34403
H -0.96627 -4.25976 1.01553
H -0.60197 -3.25238 -0.39089
C -1.80552 -2.23801 1.07226
H -0.96441 -1.62920 1.39985
H -2.40449 -2.49965 1.94761
H -4.45252 -2.76421 -0.23081
H -2.01560 -1.06763 -0.69960
H -2.95556 0.23102 1.20626
H -4.25158 -0.94676 1.36891
H -5.08425 -0.38490 -0.89621
H -5.08205 0.99760 0.19643
H -4.31035 1.68503 -2.01262
H -0.35584 3.51818 -0.48375
H -1.40932 1.73205 1.59832
H -0.88895 3.40796 1.77469
H 0.37684 1.78919 3.22512
H 1.44067 2.66709 2.11571
H 0.99732 -0.59481 -1.34433
H 1.55598 -1.34834 0.17667
H 3.82128 -0.54965 1.04810
H 5.74157 -1.44717 2.06158
H 7.19893 -0.47243 2.37757
```

Kohn-Sham gap, eV: 8.9
ΔE to the lowest compared entry with this formula, charge and spin, kcal per mole: 9.7
SMILES string: COc1cccc(CN2C[C@@H](C(=O)N(C)CCCC3CCCC3)CCC2=O)c1
HOMO, eV: -8.386
2S+1: 1

Density functional theory data (wB97M-V/def2-TZVPD) for C5H4N2O in the gas phase.

Geometry as XYZ:
```
12
C5H4N2O wB97M-V/def2-TZVPD
C -1.13036 -0.63130 0.20506
C -0.35749 -0.82253 -1.19861
C 0.83333 -0.28503 -1.21383
C 1.30102 0.96454 0.73372
C -1.09221 0.55254 1.11677
H -0.97607 -1.02393 -2.03353
H 1.38292 -0.61391 -2.18441
H 2.19116 1.17300 1.43579
H -1.94097 0.93366 1.61492
N 1.56398 0.24780 -0.30391
N 0.04861 1.17423 1.39194
O -1.82389 -1.66908 0.43610
```

Kohn-Sham gap, eV: 8.5
ΔE to the lowest compared entry with this formula, charge and spin, kcal per mole: 70.6
SMILES string: O=c1ccncnc1
HOMO, eV: -9.766
2S+1: 1

Density functional theory data (wB97M-V/def2-TZVPD) for a 9-piece molecular cluster, C27H56FNO11S2 overall.

Geometry as XYZ:
```
98
C27H56FNO11S2 wB97M-V/def2-TZVPD
O 1.12770 -3.62602 4.08858
S 1.39828 -2.26552 3.76265
O 2.46923 -2.05555 2.84898
F 1.74963 -1.54021 5.08698
N 0.07381 -1.43471 3.22071
O -0.33411 -0.43831 4.12112
C -1.02396 -2.29666 2.76975
C -1.86967 -2.92432 3.87882
C -3.35407 -2.51544 3.89738
S -3.71343 -0.77097 3.57222
H -0.56690 0.30444 3.54730
H -1.61191 -1.70035 2.07549
H -0.55332 -3.07666 2.17194
H -1.84273 -4.00612 3.74377
H -1.41799 -2.74024 4.85090
H -3.94441 -3.15930 3.25030
H -3.73260 -2.69313 4.90304
H -4.03385 -0.83708 2.27557
C 2.02985 2.45264 6.14571
C 0.65243 2.17675 6.69415
O -0.32967 2.20431 5.99006
C 0.55537 1.86022 8.16827
H 1.96433 2.66298 5.08146
H 2.47279 3.31202 6.64932
H 2.67574 1.58655 6.29701
H 0.93825 2.69540 8.75704
H 1.14323 0.97018 8.39787
H -0.48375 1.68124 8.43415
C 1.71494 1.53239 -1.02110
C 1.34089 0.87674 0.28470
O 0.18541 0.82794 0.65431
C 2.45331 0.28429 1.10964
H 0.82473 1.91300 -1.51148
H 2.40169 2.36065 -0.83733
H 2.19609 0.80660 -1.67924
H 3.16631 1.06425 1.38749
H 2.97363 -0.48914 0.54271
H 2.05481 -0.17669 1.99984
C -0.72221 0.33007 -4.82038
C -0.45664 1.74854 -4.39739
O 0.63932 2.08350 -4.00206
C -1.60150 2.72591 -4.48734
H 0.19206 -0.24915 -4.70366
H -1.50485 -0.10870 -4.19910
H -1.03912 0.29010 -5.85930
H -2.42656 2.39048 -3.85727
H -1.95204 2.79480 -5.51812
H -1.27175 3.70706 -4.15335
C -2.13636 -3.50542 -6.05263
C -2.72824 -2.39635 -6.88177
O -2.15265 -1.33573 -6.98534
C -4.04512 -2.65946 -7.56976
H -1.19694 -3.17148 -5.62638
H -2.81644 -3.78324 -5.24526
H -1.94667 -4.38359 -6.66954
H -4.81151 -2.89682 -6.83044
H -3.94540 -3.50266 -8.25459
H -4.34813 -1.77760 -8.12954
C 1.82476 -5.56437 -3.39814
C 1.19555 -4.84977 -4.56928
O 0.20649 -5.28249 -5.11750
C 1.85956 -3.57073 -5.02016
H 1.25709 -6.46407 -3.17284
H 2.85329 -5.83863 -3.63687
H 1.83081 -4.91413 -2.52198
H 2.88999 -3.76434 -5.31998
H 1.86943 -2.84299 -4.20719
H 1.31743 -3.15341 -5.86608
C -7.61808 0.49384 0.61106
C -7.54832 -0.60392 1.64587
O -6.77932 -1.52908 1.53736
C -8.48316 -0.48805 2.82496
H -6.89891 0.29413 -0.17968
H -8.61989 0.54044 0.18129
H -7.38808 1.45635 1.07067
H -9.51938 -0.47994 2.48277
H -8.28485 0.43661 3.36902
H -8.33216 -1.33344 3.49144
C 6.12773 5.85287 5.83315
C 4.87869 5.22804 5.25902
O 4.71805 4.03063 5.24452
C 3.83814 6.17140 4.70352
H 6.79051 5.07140 6.19651
H 6.64319 6.43235 5.06576
H 5.86890 6.51706 6.65927
H 4.26415 6.76329 3.89202
H 3.49003 6.84823 5.48551
H 2.99443 5.59987 4.32382
C 5.44979 1.15557 -4.20049
C 4.33271 0.35470 -4.82750
O 4.34660 -0.85600 -4.82292
C 3.20423 1.13546 -5.44696
H 6.19586 0.48002 -3.78853
H 5.91866 1.79409 -4.95073
H 5.05433 1.78505 -3.40167
H 3.58160 1.77064 -6.25101
H 2.72008 1.75352 -4.69035
H 2.47073 0.44341 -5.85450
```

Kohn-Sham gap, eV: 9.3
SMILES string: O=S(=O)(F)N(O)CCCS.CC(C)=O.CC(C)=O.CC(C)=O.CC(C)=O.CC(C)=O.CC(C)=O.CC(C)=O.CC(C)=O
HOMO, eV: -8.843
2S+1: 1

no.,molecular weight (Da),strongest force on any atom (eV/Å)
1,82.1,3.4
2,98.1,6.8
3,119.2,1.5
4,102.1,4.7
5,456.3,6.1
6,204.0,6.4
7,835.7,2.7
8,69.1,8.2
9,98.1,2.9
10,386.5,0.5
11,108.1,6.4
12,653.9,1.8